[1]
{
  "formula": "C6H12NOS",
  "method": "ωB97M-V/def2-TZVPD",
  "elements": ["C", "C", "C", "C", "C", "C", "N", "O", "S", "H", "H", "H", "H", "H", "H", "H", "H", "H", "H", "H", "H"],
  "coordinates": [[1.890055, 0.055934, -0.435667], [1.077803, -1.231110, -0.690132], [1.404264, 0.502373, 0.964738], [-0.425771, -0.872155, -0.893881], [-0.102133, 0.690265, 1.022855], [-1.056573, -0.413138, 0.509800], [-2.347302, 0.108175, 0.665765], [-1.924781, 2.300433, -0.709473], [-3.556502, -0.524506, -0.238818], [2.928659, -0.137034, -0.454605], [1.682351, 0.797374, -1.284866], [1.496393, -1.633823, -1.583250], [1.292424, -2.086715, -0.030231], [1.727450, -0.246960, 1.705903], [1.793027, 1.428185, 1.345311], [-0.396129, -0.149514, -1.699881], [-0.929398, -1.829002, -1.186206], [-0.339949, 1.013700, 2.011482], [-0.422934, 1.635486, 0.510109], [-0.977785, -1.241440, 1.301534], [-2.813165, 1.833464, -0.830494]],
  "forces_ev_per_a": [[-1.874, 0.338, 0.494], [0.085, 0.493, -0.561], [-0.132, -0.280, -0.401], [-0.042, -2.348, 1.683], [-0.392, 1.369, -0.613], [3.262, 0.100, 0.043], [-2.236, 0.054, -1.153], [-1.912, -1.306, -0.136], [0.670, 0.259, 0.498], [1.324, -0.255, 0.082], [0.021, -0.822, 1.343], [-0.111, -0.370, -1.394], [-0.296, 0.689, 0.711], [-0.021, -0.125, -0.280], [0.642, 0.658, -0.143], [-0.880, 0.407, 0.159], [0.111, 0.994, -0.201], [-0.438, -0.402, 1.216], [0.437, -0.917, -0.365], [-0.040, 0.444, -1.259], [1.822, 1.021, 0.280]],
  "lowdin_charge": [-0.199, -0.239, -0.218, -0.154, -0.219, -0.503, -0.497, -0.372, 0.416, 0.069, 0.136, 0.074, 0.107, 0.103, 0.087, 0.101, 0.087, 0.089, 0.086, 0.155, -0.110],
  "homo_ev": [-3.547, -2.663],
  "charge": -1,
  "lumo_energy_ev": [3.518, 3.126]
}

***

[2]
{
  "formula": "C6H12NS",
  "method": "ωB97M-V/def2-TZVPD",
  "elements": ["C", "C", "C", "C", "C", "C", "N", "S", "H", "H", "H", "H", "H", "H", "H", "H", "H", "H", "H", "H"],
  "coordinates": [[-0.777483, 0.670724, 1.523184], [-1.194097, 0.948566, 0.330581], [0.354441, -0.282018, 1.816367], [0.785560, -0.333543, -0.654814], [-2.096835, 1.598738, -0.574786], [0.448428, -1.692859, -1.159745], [1.360536, -0.263443, 0.711398], [1.576445, 0.824719, -1.726863], [-1.251815, 1.077350, 2.412108], [0.844388, -0.020577, 2.755093], [-0.052691, -1.294342, 1.906425], [-1.689782, 1.654816, -1.585399], [-2.286273, 2.621801, -0.237525], [-3.041908, 1.052093, -0.614050], [1.280697, -2.118810, -1.731359], [-0.412759, -1.646006, -1.826031], [0.199095, -2.373091, -0.346064], [1.874641, 0.628487, 0.754486], [2.032262, -1.022761, 0.886270], [2.047148, -0.029845, -2.639276]],
  "forces_ev_per_a": [[0.070, 0.047, 0.338], [2.620, -1.624, -0.859], [-0.544, -0.065, 0.323], [-1.750, 1.652, 0.348], [-0.499, 0.251, -0.263], [-0.054, -0.097, -0.004], [0.159, 0.193, 0.148], [-0.436, 0.062, 0.180], [-0.174, 0.053, 0.048], [0.152, -0.095, -0.123], [0.235, 0.055, -0.041], [0.082, 0.012, -0.017], [-0.047, 0.005, -0.025], [0.013, 0.069, -0.050], [0.009, -0.062, 0.060], [0.053, 0.022, 0.016], [-0.050, -0.054, 0.024], [-0.025, -0.331, 0.074], [0.016, 0.139, -0.105], [0.170, -0.230, -0.071]],
  "lowdin_charge": [-0.090, -0.004, -0.117, -0.670, -0.059, -0.097, -0.006, 0.840, 0.132, 0.137, 0.137, 0.089, 0.108, 0.104, 0.087, 0.096, 0.085, 0.151, 0.188, -0.111],
  "homo_ev": [-12.075, -12.214],
  "charge": 1,
  "lumo_energy_ev": [-4.238, -3.938]
}

***

[3]
{
  "formula": "C6H12O",
  "method": "ωB97M-V/def2-TZVPD",
  "elements": ["C", "C", "C", "C", "C", "C", "H", "H", "H", "H", "H", "H", "H", "H", "H", "H", "H", "H", "O"],
  "coordinates": [[-0.273537, 0.221872, -1.452666], [0.279955, -0.785534, -2.137313], [0.494528, 0.955839, -0.396083], [-0.264885, 2.005763, 0.454607], [-1.405408, 1.764480, 0.971072], [-2.315180, 2.935615, 1.435527], [-1.181787, 0.550689, -2.083665], [0.294046, -0.712518, -3.271211], [0.955538, -1.580767, -1.658322], [0.946333, 0.195772, 0.249538], [1.454007, 1.432763, -0.785661], [0.370965, 2.745742, 0.908503], [-1.928409, 0.780319, 0.706692], [-2.933310, 2.747471, 2.234501], [-1.640536, 3.813069, 1.576794], [-2.899529, 3.349992, 0.700305], [3.382725, -5.395733, 1.359051], [2.802366, -6.338597, 0.326340], [2.660594, -5.522051, 0.810783]],
  "forces_ev_per_a": [[-2.556, 1.737, -0.014], [2.512, -3.245, -1.859], [-0.077, 0.793, 0.566], [4.511, -1.944, -1.044], [-5.906, -0.507, 0.128], [4.139, -0.175, 0.006], [1.432, 1.005, 1.471], [-0.239, -0.756, 1.090], [-0.596, 1.316, -0.800], [-0.134, -0.095, 0.272], [-0.593, 0.072, -0.185], [-0.035, 1.151, -0.525], [0.668, 1.416, 0.292], [-1.204, -0.426, 2.213], [-0.244, -0.532, 0.746], [-1.681, 0.206, -2.365], [2.240, 0.318, 1.588], [0.113, 0.015, 0.032], [-2.351, -0.347, -1.611]],
  "lowdin_charge": [-0.405, -0.255, -0.319, -0.182, -0.192, -0.110, 0.078, -0.021, -0.003, 0.084, 0.042, 0.080, 0.114, 0.017, 0.074, 0.022, -0.017, 0.030, -0.038],
  "spin_multiplicity": 2,
  "homo_ev": [1.081, -2.615],
  "charge": -1,
  "lumo_energy_ev": [3.048, 2.920]
}

***

[4]
{
  "formula": "C6H12O",
  "method": "ωB97M-V/def2-TZVPD",
  "elements": ["O", "C", "C", "C", "C", "C", "C", "H", "H", "H", "H", "H", "H", "H", "H", "H", "H", "H", "H"],
  "coordinates": [[-2.033741, 2.886913, -0.227854], [-1.721732, 1.902204, -1.010277], [-1.493572, 0.530612, -0.397606], [0.006077, 0.181602, -0.074757], [0.734549, -0.279492, -1.321991], [0.069018, -0.810628, 1.087026], [1.499910, -1.092745, 1.567619], [-1.214799, 2.056083, -1.982252], [-2.066940, 0.507355, 0.537429], [-1.959435, -0.248196, -1.005408], [0.300339, 1.192515, 0.235438], [1.109061, -1.308313, -1.267947], [1.673282, 0.285511, -1.451600], [0.219745, -0.160341, -2.273300], [-0.467115, -0.389551, 1.938106], [-0.366126, -1.734593, 0.703820], [2.169366, -1.218544, 0.702735], [1.613412, -2.031243, 2.112206], [1.928699, -0.269158, 2.128614]],
  "forces_ev_per_a": [[0.283, 0.190, -0.112], [-0.289, -0.445, 0.180], [-0.194, -0.093, 0.074], [-1.832, 0.814, 0.103], [1.653, 0.210, -0.241], [1.124, 0.334, -0.170], [0.445, -0.353, -0.972], [0.005, 0.183, -0.026], [0.120, 0.176, 0.067], [0.210, -0.397, -0.323], [0.751, -0.342, 0.142], [-0.417, -0.186, 0.103], [-0.190, 0.004, 0.008], [-0.446, 0.064, 0.200], [-0.458, -0.292, -0.151], [-0.316, -0.146, 0.376], [-0.146, 0.048, 0.066], [-0.199, 0.093, 0.372], [-0.104, 0.136, 0.303]],
  "lowdin_charge": [-0.282, -0.492, -0.244, -0.403, -0.102, -0.248, -0.128, 0.032, 0.088, 0.076, 0.131, 0.060, 0.069, 0.067, 0.102, 0.106, 0.054, 0.054, 0.062],
  "spin_multiplicity": 2,
  "homo_ev": [0.362, -2.797],
  "charge": -1,
  "lumo_energy_ev": [3.710, 3.688]
}

***

[5]
{
  "formula": "C6H12O",
  "method": "ωB97M-V/def2-TZVPD",
  "elements": ["C", "C", "O", "C", "C", "C", "C", "H", "H", "H", "H", "H", "H", "H", "H", "H", "H", "H", "H"],
  "coordinates": [[-1.455864, 1.408985, 0.882360], [-0.392517, 0.416569, 0.420348], [0.548061, 0.529910, 1.511549], [-0.549506, -1.097308, 0.295555], [1.115422, -1.363586, -0.092617], [1.033285, -0.503960, -1.376255], [0.235572, 0.756252, -0.939978], [-1.786344, 1.115560, 1.883506], [-2.316226, 1.590252, 0.229177], [-0.890922, 2.344981, 1.015975], [0.676111, -0.388787, 1.809841], [-1.220516, -1.440690, 1.125847], [-1.131362, -1.398768, -0.600033], [1.953840, -0.888009, 0.484969], [1.443676, -2.411859, -0.199035], [0.466883, -1.119843, -2.081520], [1.960099, -0.183573, -1.874507], [-0.534699, 0.982126, -1.691498], [0.845007, 1.651746, -0.803686]],
  "forces_ev_per_a": [[-0.092, -0.127, -0.049], [-0.007, -0.037, -0.091], [0.278, 0.081, 0.311], [0.274, 0.024, -0.045], [-0.579, -0.085, -0.246], [-0.092, -0.045, -0.087], [0.119, 0.133, 0.032], [-0.158, 0.027, -0.205], [0.219, -0.200, -0.033], [-0.387, -0.142, -0.110], [0.159, 0.878, 0.114], [1.520, -0.414, -0.038], [0.584, 0.184, 0.245], [-1.432, -0.513, 0.276], [-0.675, 0.339, -0.380], [0.012, 0.437, -0.265], [-0.011, -0.507, 0.434], [0.060, 0.068, 0.364], [0.208, -0.100, -0.227]],
  "lowdin_charge": [-0.024, -0.597, -0.077, -0.061, -0.117, -0.206, -0.133, 0.082, 0.081, 0.090, 0.079, 0.120, 0.111, 0.111, 0.094, 0.099, 0.109, 0.120, 0.118],
  "smiles": "CC1(O)CCCC1",
  "homo_ev": -9.744,
  "lumo_energy_ev": 1.020
}

***

[6]
{
  "formula": "C6H12O",
  "method": "ωB97M-V/def2-TZVPD",
  "elements": ["C", "C", "C", "C", "C", "C", "H", "H", "H", "H", "H", "H", "H", "H", "H", "H", "O", "H", "H"],
  "coordinates": [[0.083282, -2.437801, -1.616819], [-0.609182, -1.298381, -1.451281], [-0.491903, -0.413167, -0.240698], [-1.736253, 0.479200, -0.175491], [0.584476, -0.458819, 0.553123], [0.478498, 0.185518, 1.932631], [1.037250, -2.497317, -1.100504], [-0.056930, -3.139147, -2.414165], [-1.372476, -1.010488, -2.172416], [-1.804684, 0.956881, 0.804224], [-1.810612, 1.382826, -0.800418], [-2.605183, -0.145154, -0.377280], [1.494580, -0.888567, 0.172920], [-0.183924, -0.400025, 2.578470], [1.461317, 0.227353, 2.395678], [-0.064021, 1.130283, 1.931626], [1.818958, 2.687846, 0.375946], [2.564964, 3.105361, -0.026879], [1.211845, 2.533604, -0.368674]],
  "forces_ev_per_a": [[0.557, 1.514, -0.216], [0.517, -0.571, 0.082], [-0.035, 0.156, -2.422], [0.350, 0.067, 1.586], [-1.826, 1.541, 0.740], [0.174, -0.557, -0.257], [-0.382, -0.702, 0.590], [-0.223, -0.033, -0.424], [-0.197, -0.296, 0.232], [-0.391, -0.457, 0.213], [0.649, -0.663, -0.620], [-0.206, 0.216, 0.190], [0.117, -0.519, 0.402], [0.301, -0.483, -0.040], [-0.142, 0.456, 0.173], [0.715, 0.349, -0.225], [-1.032, -0.413, -0.150], [0.806, 0.446, -0.318], [0.249, -0.051, 0.465]],
  "lowdin_charge": [0.007, -0.149, -0.303, -0.062, -0.106, -0.101, 0.049, 0.042, 0.093, 0.059, 0.085, 0.074, 0.097, 0.076, 0.067, 0.057, -0.048, 0.019, 0.045],
  "smiles": "C=C/C(C)=C/C.O",
  "homo_ev": -8.242,
  "lumo_energy_ev": 0.778
}

***

The evaluated DFT total energy for the records listed, in turn: -763.90221, -688.38460, -310.86714, -310.99091, -310.99405, -310.97796 hartree.
The evaluated maximum force for the records listed, in turn: 3.26, 3.20, 5.93, 2.01, 1.58, 2.50 eV/Å.